(1)
A molecular structure, C48H29AsF4GeN4O3PPbS5 in a non-equilibrium geometry, computed with ωB97M-V with the def2-TZVPD basis set.

Properties
LUMO energy (alpha / beta) (eV): 3.65 / 0.99
Total charge: -2
Kohn-Sham gap (alpha / beta) (Ha): 0.2345 / 0.1369
Spin multiplicity: 2
Relative energy (zero: lowest compared OMol25 entry of this formula, charge and spin) (eV): 0.0000

Each line ends with the Mulliken charge.
Cartesian coordinates (Å):
1 Pb 0.72 0.19 0.87  1.3372
2 O 0.74 -4.33 1.67  -0.7712
3 S 1.23 -3.09 1.12  1.3230
4 O 0.73 -2.79 -0.23  -0.3032
5 O 1.12 -1.94 2.03  -0.8169
6 C 2.99 -3.24 0.85  -0.1718
7 C 3.77 -4.11 1.59  -0.4627
8 C 5.13 -4.16 1.35  -0.8000
9 C 5.70 -3.31 0.41  -0.6513
10 C 4.91 -2.42 -0.31  -0.5664
11 C 3.53 -2.40 -0.11  0.4030
12 P 2.38 -1.38 -1.13  0.7941
13 C 2.18 -2.55 -2.53  0.0216
14 C 0.93 -2.62 -3.14  0.4654
15 C 0.71 -3.43 -4.23  -0.4761
16 C 1.75 -4.18 -4.76  -0.8607
17 C 2.99 -4.15 -4.14  -0.7024
18 C 3.20 -3.35 -3.02  -0.3873
19 C 3.62 -0.18 -1.85  0.3662
20 C 4.27 -0.31 -3.07  -0.1115
21 C 5.07 0.71 -3.56  -0.7049
22 C 5.20 1.90 -2.85  -0.5959
23 C 4.54 2.05 -1.65  -0.7685
24 C 3.76 1.02 -1.15  -0.6964
25 H 3.29 -4.73 2.32  0.5145
26 H 5.76 -4.85 1.90  0.3692
27 H 6.76 -3.34 0.22  0.4129
28 H 5.37 -1.75 -1.02  0.3665
29 H 0.12 -2.05 -2.72  -0.2128
30 H -0.27 -3.47 -4.67  0.3364
31 H 1.59 -4.79 -5.64  0.3676
32 H 3.81 -4.75 -4.52  0.3996
33 H 4.17 -3.37 -2.54  0.4911
34 H 4.15 -1.21 -3.65  0.3941
35 H 5.58 0.59 -4.50  0.4235
36 H 5.82 2.69 -3.24  0.4224
37 H 4.63 2.98 -1.10  0.4874
38 H 3.23 1.16 -0.22  0.4201
39 S -3.98 1.96 1.55  -0.4725
40 As -2.51 0.60 2.13  0.4420
41 S -1.59 -0.75 0.26  -0.5051
42 S -0.65 1.52 2.77  -0.4975
43 S -3.28 -0.79 3.49  -0.5432
44 C -6.29 2.02 -1.56  -0.4508
45 C -6.22 0.64 -1.48  -0.6719
46 C -5.00 0.01 -1.60  -0.3124
47 C -3.84 0.75 -1.81  -0.2261
48 C -3.92 2.13 -1.89  0.2043
49 C -5.14 2.76 -1.76  -0.6674
50 Ge -2.10 -0.23 -1.90  1.2197
51 C -0.96 0.55 -3.36  0.4699
52 C 0.41 0.43 -3.47  1.1040
53 C 1.05 0.73 -4.66  -0.8445
54 C 0.32 1.17 -5.75  -0.6495
55 C -1.05 1.32 -5.64  -1.1306
56 C -1.69 1.01 -4.46  0.0319
57 C -2.47 -2.08 -2.57  0.1941
58 C -2.23 -3.20 -1.78  -0.2809
59 C -2.51 -4.47 -2.25  -0.7051
60 C -3.02 -4.64 -3.52  -0.4540
61 C -3.24 -3.54 -4.33  -0.7001
62 C -2.96 -2.27 -3.86  -0.3872
63 H -7.25 2.52 -1.44  0.3392
64 H -7.11 0.05 -1.32  0.3755
65 H -4.93 -1.07 -1.54  0.3058
66 H -3.01 2.71 -2.04  0.3227
67 H -5.21 3.84 -1.81  0.3602
68 H 0.99 0.11 -2.62  -0.4312
69 H 2.13 0.64 -4.73  0.3726
70 H 0.83 1.39 -6.68  0.4421
71 H -1.63 1.68 -6.48  0.3731
72 H -2.76 1.14 -4.37  0.4228
73 H -1.82 -3.09 -0.79  0.3495
74 H -2.33 -5.33 -1.62  0.4151
75 H -3.25 -5.63 -3.89  0.3340
76 H -3.63 -3.67 -5.33  0.3737
77 H -3.13 -1.41 -4.50  0.3168
78 F 3.50 6.21 -0.87  -0.3773
79 C 3.14 5.69 -2.07  -0.1132
80 C 3.81 6.12 -3.19  0.2852
81 F 4.78 7.04 -3.02  -0.3613
82 C 3.52 5.65 -4.49  0.2283
83 C 2.49 4.67 -4.54  0.1930
84 C 1.83 4.24 -3.41  0.6024
85 F 0.82 3.36 -3.56  -0.2543
86 C 2.13 4.72 -2.12  0.6380
87 C 1.44 4.24 -0.96  0.2562
88 C 0.78 3.04 -0.89  -0.1172
89 N 0.28 2.00 -0.72  -0.0108
90 C 1.38 5.00 0.21  -0.2875
91 N 1.31 5.64 1.16  -0.6060
92 F 2.13 4.17 -5.74  -0.3535
93 C 4.20 6.13 -5.63  0.5977
94 C 5.17 7.14 -5.60  0.0302
95 N 5.98 7.96 -5.69  -0.6733
96 C 4.01 5.67 -6.93  0.0933
97 N 3.93 5.36 -8.04  -0.6645

---

(2)
A molecular structure, C43H33BF4N12OTi in a non-equilibrium geometry, computed with ωB97M-V with the def2-TZVPD basis set.

Properties
LUMO energy (alpha / beta) (eV): -3.99 / -3.96
Total charge: +1
Kohn-Sham gap (alpha / beta) (Ha): 0.2392 / 0.2529
Spin multiplicity: 2
Relative energy (zero: lowest compared OMol25 entry of this formula, charge and spin) (eV): 1.1204

Each line ends with the Mulliken charge.
Cartesian coordinates (Å):
1 Ti 0.41 -0.54 -0.70  -0.8834
2 C 2.62 2.52 -3.09  -0.9659
3 C 1.87 1.39 -2.84  -0.4669
4 N 1.83 0.82 -1.63  1.1781
5 C 2.68 1.32 -0.71  -0.4115
6 C 3.41 2.48 -0.99  -0.3516
7 N 3.35 3.10 -2.15  -0.5672
8 C 2.83 0.52 0.50  0.5810
9 C 3.66 0.82 1.56  -1.2345
10 C 3.71 -0.03 2.66  0.3572
11 C 2.95 -1.20 2.63  -0.9949
12 C 2.13 -1.44 1.54  0.3660
13 N 2.07 -0.60 0.50  1.5278
14 C 1.22 -2.58 1.40  0.0317
15 C 0.90 -3.47 2.42  -0.2605
16 N 0.06 -4.47 2.24  -0.5981
17 C -0.46 -4.61 1.03  -0.5726
18 C -0.18 -3.72 0.01  -0.1812
19 N 0.63 -2.68 0.19  0.3663
20 C 4.50 0.34 3.84  0.0217
21 C 5.77 0.90 3.72  -0.4100
22 C 6.43 1.30 4.87  -0.4749
23 N 5.91 1.19 6.09  -0.5821
24 C 4.70 0.65 6.20  -0.4670
25 C 3.96 0.21 5.12  -0.6180
26 H 2.63 2.98 -4.07  0.4518
27 H 1.30 0.92 -3.62  0.5782
28 H 4.06 2.92 -0.24  0.4306
29 H 4.22 1.74 1.57  0.8221
30 H 2.99 -1.89 3.45  0.7847
31 H 1.32 -3.36 3.41  0.4317
32 H -1.13 -5.45 0.88  0.4311
33 H -0.61 -3.86 -0.98  0.3737
34 H 6.24 1.00 2.75  0.4980
35 H 7.43 1.73 4.81  0.3809
36 H 4.31 0.59 7.21  0.3896
37 H 2.96 -0.19 5.26  0.4989
38 C -1.17 -2.67 -4.22  -1.9898
39 C -0.27 -2.06 -3.19  0.7567
40 N -0.71 -1.61 -2.06  1.8912
41 N -2.00 -1.81 -1.69  -1.2502
42 C -2.18 -1.36 -0.46  -0.0529
43 O -1.20 -0.78 0.14  0.6461
44 C -3.44 -1.61 0.22  -0.1669
45 C -4.58 -1.97 -0.50  -0.4949
46 C -5.76 -2.25 0.18  -0.8052
47 C -5.80 -2.19 1.56  -0.4495
48 C -4.66 -1.83 2.28  -1.0708
49 C -3.49 -1.52 1.61  -0.1179
50 C 1.18 -2.04 -3.30  0.8487
51 C 1.86 -2.44 -4.45  -1.2217
52 C 3.24 -2.47 -4.44  -0.6617
53 C 3.90 -2.14 -3.26  -1.1588
54 C 3.15 -1.77 -2.16  -0.0239
55 N 1.82 -1.69 -2.17  0.8810
56 H -2.17 -2.73 -3.80  0.4146
57 H -0.83 -3.67 -4.50  0.4310
58 H -1.20 -2.06 -5.12  0.3708
59 H -4.54 -2.01 -1.58  0.4893
60 H -6.65 -2.50 -0.38  0.4327
61 H -6.71 -2.41 2.09  0.4288
62 H -4.69 -1.77 3.36  0.4594
63 H -2.60 -1.22 2.15  0.5201
64 H 1.30 -2.72 -5.33  0.5619
65 H 3.80 -2.76 -5.32  0.4738
66 H 4.98 -2.19 -3.19  0.5025
67 H 3.64 -1.54 -1.23  0.5230
68 F 0.36 1.20 0.84  0.0274
69 B -0.13 1.09 2.28  -0.1120
70 F -1.40 1.61 2.30  -0.1580
71 F 0.78 1.79 3.04  -0.3325
72 F -0.11 -0.26 2.62  -0.2258
73 C -1.25 2.51 -3.78  -1.2446
74 C -1.01 1.27 -3.23  -0.6104
75 N -0.99 1.06 -1.90  1.4955
76 C -1.37 2.07 -1.12  -0.0307
77 C -1.60 3.37 -1.59  0.2332
78 C -1.48 3.60 -2.95  -0.6564
79 C -1.85 4.47 -0.63  -1.2675
80 C -2.74 4.48 0.36  -0.7084
81 C -3.84 3.53 0.60  0.9557
82 C -4.44 3.45 1.86  -0.5332
83 C -5.48 2.56 2.01  -0.2718
84 N -5.93 1.82 1.00  -0.5055
85 C -5.31 1.97 -0.16  -0.2231
86 N -4.29 2.78 -0.41  -0.3254
87 H -1.23 2.63 -4.86  0.4982
88 H -0.84 0.41 -3.86  0.4887
89 H -1.48 1.88 -0.07  0.1560
90 H -1.61 4.59 -3.36  0.5575
91 H -1.19 5.32 -0.75  0.4497
92 H -2.73 5.31 1.06  0.4329
93 H -4.08 4.06 2.68  0.3994
94 H -5.98 2.43 2.96  0.4078
95 H -5.67 1.38 -0.99  0.4748

---

(3)
A gas-phase ion, C2HF3NO6S (charge -1) in a non-equilibrium geometry, computed with ωB97M-V with the def2-TZVPD basis set.

Properties
LUMO energy (eV): 3.71
Total charge: -1
Kohn-Sham gap (Ha): 0.3206
Spin multiplicity: 1
Relative energy (zero: lowest compared OMol25 entry of this formula, charge and spin) (eV): 3.8223
SMILES: O=[N+]([O-])O[S@](=O)([O-])=COC(F)(F)F

Each line ends with the natural charge from an NBO analysis.
Cartesian coordinates (Å):
1 O -3.55 -0.27 1.33  -0.3804
2 N -2.66 0.20 0.73  0.7558
3 O -2.16 1.27 0.70  -0.3662
4 O -2.27 -0.64 -0.25  -0.5583
5 S -0.59 -0.38 -0.82  2.2086
6 O -0.68 0.73 -1.77  -0.9146
7 O -0.37 -1.65 -1.41  -0.9512
8 C 0.14 -0.24 0.81  -0.5409
9 O 1.12 0.88 0.56  -0.5202
10 C 2.22 0.39 0.06  1.1553
11 F 2.07 -0.28 -1.13  -0.3550
12 F 3.08 -0.32 0.80  -0.3382
13 F 2.97 1.43 -0.33  -0.3477
14 H 0.70 -1.11 0.72  0.1529

---

(4)
2 unconnected molecules or ions with the total composition C5H17N2O in a non-equilibrium geometry, computed with ωB97M-V with the def2-TZVPD basis set.

Properties
LUMO energy (alpha / beta) (eV): -6.86 / -12.53
Total charge: +2
Kohn-Sham gap (alpha / beta) (Ha): 0.4551 / 0.2472
Spin multiplicity: 2
Relative energy (zero: lowest compared OMol25 entry of this formula, charge and spin) (eV): 3.4530

Each line ends with the natural charge from an NBO analysis.
Cartesian coordinates (Å):
1 C -1.10 -0.75 -0.99  -0.3110
2 N -0.46 -1.98 -1.22  -0.0881
3 C 0.87 -1.81 -1.75  -0.5111
4 C -0.30 0.19 0.18  -0.0065
5 N -1.00 1.55 0.23  -0.7024
6 C 0.53 0.30 2.57  -0.6387
7 C -0.52 -0.43 1.59  -0.4717
8 H -1.31 -0.09 -1.77  0.2762
9 H -1.98 -1.03 -0.42  0.2568
10 H -1.06 -2.54 -1.85  0.4494
11 H 1.11 -0.98 -2.40  0.2838
12 H 1.25 -2.74 -2.18  0.2864
13 H 1.56 -1.67 -0.80  0.2900
14 H 0.74 0.39 -0.13  0.2487
15 H -0.50 2.23 0.85  0.4730
16 H -1.92 1.54 0.50  0.4317
17 H -0.88 1.96 -0.83  0.4887
18 H 0.10 1.31 2.79  0.2187
19 H 1.64 0.27 2.19  0.2307
20 H 0.75 -0.31 3.42  0.2768
21 H -0.49 -1.57 1.56  0.2470
22 H -1.53 -0.26 2.03  0.2484
23 H 1.42 1.74 -1.87  0.4814
24 H 1.99 2.29 -0.60  0.5074
25 O 1.10 2.39 -1.11  -0.9658

---

(5)
2 unconnected molecules or ions with the total composition C3H12N2O2 in a non-equilibrium geometry, computed with ωB97M-V with the def2-TZVPD basis set.

Properties
LUMO energy (eV): 0.81
Kohn-Sham gap (Ha): 0.3587
Spin multiplicity: 1
Relative energy (zero: lowest compared OMol25 entry of this formula, charge and spin) (eV): 1.7999
SMILES: NCNCCO.O

Each line ends with the natural charge from an NBO analysis.
Cartesian coordinates (Å):
1 N -2.05 0.15 0.15  -0.8722
2 C -1.17 0.03 -1.06  -0.0468
3 N 0.19 0.42 -0.90  -0.6553
4 C 0.94 0.07 0.31  -0.2566
5 C 1.57 1.18 1.13  -0.0683
6 O 0.62 2.02 1.74  -0.7117
7 H -3.00 0.47 -0.04  0.3644
8 H -1.65 0.83 0.80  0.3379
9 H -1.20 -1.02 -1.32  0.1852
10 H -1.63 0.69 -1.79  0.1762
11 H 0.42 1.33 -1.25  0.3645
12 H 0.20 -0.43 0.95  0.2099
13 H 1.69 -0.69 0.10  0.1742
14 H 2.16 0.67 1.88  0.1854
15 H 2.25 1.76 0.51  0.1530
16 H -0.13 2.14 1.15  0.4588
17 O -0.03 -3.37 -1.19  -0.9338
18 H 0.69 -2.79 -1.02  0.4665
19 H 0.36 -4.19 -1.46  0.4686

---

(6)
5 unconnected molecules or ions with the total composition C4H18NO7 in a non-equilibrium geometry, computed with ωB97M-V with the def2-TZVPD basis set.

Properties
LUMO energy (eV): -2.58
Total charge: +1
Kohn-Sham gap (Ha): 0.4020
Spin multiplicity: 1
Relative energy (zero: lowest compared OMol25 entry of this formula, charge and spin) (eV): 0.2092

Each line ends with the natural charge from an NBO analysis.
Cartesian coordinates (Å):
1 O -0.08 2.69 -0.47  -0.5659
2 C -0.50 1.64 -0.87  0.8010
3 O -0.59 1.33 -2.17  -0.6913
4 C -0.78 0.45 0.06  -0.1499
5 C -1.61 -0.63 -0.64  -0.4413
6 C -3.02 -0.13 -1.01  -0.0780
7 O -3.03 1.28 -1.23  -0.7380
8 N 0.53 -0.15 0.37  -0.7373
9 H -0.58 2.11 -2.75  0.5180
10 H -1.30 0.94 0.88  0.2574
11 H -1.13 -1.15 -1.47  0.2367
12 H -1.71 -1.44 0.09  0.2220
13 H -3.23 -0.48 -2.02  0.1910
14 H -3.85 -0.47 -0.39  0.1932
15 H -3.86 1.64 -0.96  0.4891
16 H 0.80 -0.32 1.34  0.4825
17 H 1.40 0.31 0.02  0.4835
18 H 0.71 -1.03 -0.13  0.4643
19 H 2.98 2.21 0.77  0.5016
20 H 3.06 1.92 -0.78  0.4971
21 O 2.82 1.56 0.08  -0.9707
22 H 0.60 1.11 3.27  0.4731
23 H 0.62 -0.11 4.04  0.4853
24 O 1.07 0.28 3.27  -0.9407
25 H 2.37 -2.31 -1.89  0.5058
26 H 1.32 -1.44 -2.79  0.5012
27 O 1.69 -1.63 -1.93  -0.9943
28 H 1.15 -3.18 2.48  0.4773
29 H 2.45 -2.54 2.73  0.4847
30 O 1.70 -2.47 2.13  -0.9574